[1]
A 27-piece molecular cluster, H54O27 overall. Source: the Open Molecules 2025 dataset; level of theory: ωB97M-V/def2-TZVPD.

Geometry (Å):
O  -3.575  -1.022  2.886
O  -3.241  0.725  0.849
O  0.369  -1.570  -3.551
O  -1.302  2.649  -2.042
O  5.936  -0.148  0.472
O  -2.355  0.361  5.033
O  -4.986  -3.206  -0.708
O  -2.562  -2.499  0.489
O  -0.365  -2.187  2.996
O  1.602  1.884  -2.347
O  5.163  1.940  -2.751
O  -6.040  -2.307  1.805
O  3.706  -0.422  -3.276
O  -0.868  0.006  -0.154
O  2.965  2.712  0.206
O  -2.546  -0.188  -2.485
O  4.376  -2.095  -1.169
O  -0.173  -2.457  -0.827
O  -0.442  5.413  -1.624
O  -1.352  2.922  1.447
O  0.517  0.456  2.689
O  2.931  -0.152  0.837
O  4.199  -4.465  0.868
O  2.339  4.695  -2.784
O  -5.226  -1.149  -2.803
O  1.722  -2.778  1.253
O  -0.539  2.909  4.718
H  3.395  -4.028  1.191
H  -5.914  -3.123  2.344
H  3.448  3.521  0.195
H  2.075  2.597  -2.841
H  2.489  2.693  -0.684
H  -0.808  -3.163  -0.833
H  5.748  0.642  -0.065
H  3.064  5.300  -2.894
H  -1.579  0.020  5.487
H  -3.397  -2.893  0.126
H  2.039  -1.849  1.170
H  -1.110  2.390  -1.134
H  2.747  0.823  0.774
H  -4.305  -0.807  -2.806
H  0.013  -0.354  2.919
H  0.395  -2.200  -2.811
H  -2.218  2.534  1.504
H  1.936  1.068  -2.760
H  5.164  -1.674  -0.763
H  -1.245  -2.580  3.068
H  1.411  0.363  3.044
H  -5.160  -2.920  -1.586
H  -1.889  1.158  4.715
H  -2.445  0.754  -2.664
H  -0.795  2.181  1.759
H  -5.475  -1.683  2.262
H  -0.719  -1.664  -0.555
H  -3.546  0.180  1.698
H  3.896  -5.328  0.476
H  1.544  5.205  -2.473
H  -0.868  4.637  -2.035
H  -3.092  -0.599  3.606
H  -0.596  -1.582  -3.694
H  5.504  -0.092  1.318
H  0.985  -2.865  0.596
H  3.900  -1.179  -2.672
H  -5.508  -1.166  -3.766
H  -5.783  -2.850  -0.217
H  4.720  1.107  -2.909
H  3.675  -0.362  0.257
H  -0.612  2.210  -2.542
H  -4.037  0.825  0.341
H  -0.208  5.053  -0.776
H  2.730  -0.544  -3.333
H  -1.653  0.425  0.284
H  -2.823  -1.581  0.430
H  -0.889  3.443  3.993
H  -0.122  0.383  0.310
H  -1.840  -0.311  -1.842
H  -0.007  -2.510  2.218
H  0.360  2.904  4.443
H  -2.973  -1.602  2.435
H  4.399  -2.977  -0.799
H  5.726  2.040  -3.535

Computed properties:
Gap between HOMO and LUMO: 11.06 eV
Energy relative to the best compared isomer or geometry (same formula, charge and spin): 85.04 kJ/mol
HOMO: -11.14 eV
E_tot: -2063.98273 a.u.



[2]
C32H48MgN3O6P as an isolated structure. Source: the Open Molecules 2025 dataset; level of theory: ωB97M-V/def2-TZVPD.

Geometry (Å):
P  2.011  -1.698  -0.362
Mg  -0.241  -0.473  0.078
O  2.190  -3.047  -1.163
O  3.475  -1.229  0.019
O  1.207  -1.862  0.908
O  1.306  -0.713  -1.270
O  -0.465  6.375  1.683
O  -0.905  2.553  6.480
N  0.036  1.683  0.174
N  -0.471  0.073  2.255
N  -2.104  -0.765  -0.619
C  -0.711  1.788  -4.535
C  -0.244  2.284  1.336
C  -3.780  -0.970  1.235
C  -0.480  -0.782  3.272
C  4.426  -1.127  -2.233
C  2.940  -5.188  -1.759
C  -1.562  0.476  -2.584
C  -0.295  4.436  0.307
C  2.388  -4.378  -0.600
C  -0.322  1.377  2.525
C  3.377  -4.325  0.553
C  -2.320  -2.847  0.522
C  -0.025  1.456  6.284
C  -3.935  1.884  -2.536
C  -0.431  3.651  1.443
C  3.950  0.958  -0.914
C  -1.774  1.475  -3.514
C  5.733  -0.625  -0.154
C  0.058  3.818  -0.882
C  -0.180  1.856  3.814
C  1.038  -4.908  -0.149
C  -2.973  2.190  -3.488
C  -4.161  -2.148  -0.951
C  -5.250  2.622  -2.523
C  -3.098  -1.627  0.024
C  4.392  -0.495  -0.851
C  -0.204  0.962  4.877
C  -3.697  0.893  -1.588
C  0.209  2.444  -0.905
C  -0.564  5.914  0.346
C  -0.365  -0.382  4.593
C  -2.495  0.162  -1.565
H  -4.915  -1.404  -1.199
H  5.150  -0.592  -2.851
H  1.017  1.770  6.420
H  -4.523  -1.638  1.679
H  -3.162  2.965  -4.223
H  -1.124  1.819  -5.545
H  -0.258  2.766  -4.345
H  -4.676  -3.006  -0.513
H  2.993  -3.729  1.382
H  3.454  -1.071  -2.723
H  -5.202  3.523  -3.135
H  -0.648  -0.108  -2.631
H  -3.043  -0.728  2.004
H  -0.580  -1.827  3.013
H  6.497  -0.072  -0.703
H  6.037  -1.670  -0.097
H  1.150  -5.935  0.206
H  -0.040  2.910  4.001
H  5.673  -0.224  0.857
H  3.099  -6.224  -1.457
H  -0.689  4.107  2.385
H  0.201  4.385  -1.792
H  4.728  -2.173  -2.175
H  2.241  -5.170  -2.594
H  3.890  1.377  0.091
H  0.629  -4.297  0.654
H  2.975  1.041  -1.391
H  3.557  -5.338  0.916
H  -6.055  1.998  -2.917
H  -0.391  -1.122  5.381
H  -0.230  0.644  6.988
H  -3.684  -2.468  -1.879
H  -0.721  7.301  1.709
H  4.326  -3.896  0.232
H  -4.281  -0.042  0.963
H  -1.571  6.087  -0.050
H  -1.957  -3.437  -0.322
H  -0.765  2.908  7.363
H  0.084  1.043  -4.517
H  -1.441  -2.575  1.118
H  4.675  1.537  -1.489
H  0.462  1.922  -1.817
H  -4.456  0.714  -0.838
H  0.146  6.431  -0.308
H  -5.532  2.915  -1.511
H  3.890  -4.771  -2.092
H  0.333  -4.904  -0.982
H  -2.948  -3.484  1.151

Computed properties:
Gap between HOMO and LUMO: 5.99 eV
Energy relative to the best compared isomer or geometry (same formula, charge and spin): 0.00 kJ/mol
HOMO: -6.19 eV
E_tot: -2405.62852 a.u.



[3]
C3H2LiLuO2 as an isolated structure. Source: the Open Molecules 2025 dataset; level of theory: ωB97M-V/def2-TZVPD.

Geometry (Å):
Lu  -1.118  -2.521  1.082
O  -0.276  1.130  0.529
O  -0.374  -1.700  -0.886
C  0.112  -0.533  0.139
C  -1.161  -0.263  -0.359
C  1.014  0.628  0.178
Li  -1.386  1.684  -0.949
H  1.471  0.975  -0.759
H  1.717  0.600  1.022

Computed properties:
Expectation value of S²: 0.762
Gap between HOMO and LUMO (alpha / beta): 4.40 / 4.71 eV
Total charge: +1
HOMO (alpha / beta): -10.33 / -10.69 eV
E_tot: -1508.44273 a.u.
2S+1: 2



[4]
A 8-piece molecular cluster, C18H47N5O8 overall. Source: the Open Molecules 2025 dataset; level of theory: ωB97M-V/def2-TZVPD.

Geometry (Å):
O  -1.975  -1.423  -5.283
O  -2.162  5.166  -0.943
O  4.592  0.038  3.498
O  5.708  -4.100  2.492
O  -4.026  -1.666  -0.373
O  -1.939  0.421  2.984
O  3.442  -3.042  -1.862
O  -1.506  -0.506  -0.016
N  2.875  1.251  2.620
N  1.542  -2.249  -2.784
N  -1.802  4.938  1.302
N  3.591  -3.320  2.186
N  -2.496  0.721  -4.748
C  -1.169  3.632  1.257
C  4.180  1.013  2.910
C  -1.146  1.184  -4.475
C  0.161  -2.489  -3.157
C  -2.259  5.564  0.198
C  2.425  2.482  2.019
C  -1.965  5.531  2.622
C  -3.498  1.729  -4.394
C  3.029  -3.857  3.412
C  -2.799  -0.551  -5.097
C  -0.231  0.015  -0.270
C  -2.243  -0.967  3.140
C  4.895  -3.460  1.858
C  2.119  -0.963  -3.045
C  2.267  -3.202  -2.151
C  2.674  -2.713  1.251
C  1.803  0.381  3.062
C  -4.198  -2.944  -0.962
H  5.142  -2.914  0.936
H  4.800  1.840  2.517
H  -3.895  -0.643  -5.191
H  1.920  -2.060  1.693
H  -4.524  1.462  -4.633
H  -0.024  -2.516  -4.233
H  1.953  2.378  1.037
H  2.035  -0.632  -4.083
H  -2.756  6.522  0.424
H  3.150  -2.094  0.492
H  -0.434  -1.688  -2.714
H  -3.400  1.903  -3.320
H  -3.257  2.654  -4.917
H  -1.444  -1.437  3.720
H  1.308  -0.026  2.187
H  2.227  -0.413  3.676
H  1.089  0.877  3.722
H  3.685  -4.661  3.742
H  -3.459  -3.675  -0.627
H  2.960  -3.072  4.164
H  -1.925  0.816  3.859
H  -0.006  -0.076  -1.327
H  1.684  -0.160  -2.445
H  -0.400  0.479  -4.836
H  -2.353  -1.490  2.194
H  -0.218  -3.458  -2.830
H  -2.444  6.500  2.511
H  -0.986  1.334  -3.406
H  -1.075  3.211  0.264
H  2.152  -3.543  0.756
H  3.243  3.192  1.886
H  -1.599  2.931  1.973
H  0.532  -0.455  0.354
H  -3.166  -1.160  3.691
H  -0.160  1.093  -0.072
H  -3.114  -1.352  -0.465
H  3.187  -0.962  -2.846
H  1.681  2.969  2.653
H  -1.004  2.104  -5.042
H  -4.108  -2.847  -2.050
H  -0.157  3.818  1.644
H  1.740  -4.141  -1.942
H  -1.875  -0.269  0.842
H  2.054  -4.295  3.196
H  -2.493  4.888  3.321
H  -5.204  -3.274  -0.719
H  -0.956  5.732  2.994

Computed properties:
Gap between HOMO and LUMO: 8.76 eV
Structure (SMILES): CN(C)C=O.CN(C)C=O.CN(C)C=O.CN(C)C=O.CN(C)C=O.CO.CO.CO
Energy relative to the best compared isomer or geometry (same formula, charge and spin): 0.00 kJ/mol
HOMO: -8.77 eV
E_tot: -1589.66647 a.u.



[5]
An isolated ion of composition C5H10N3S and charge +1. Source: the Open Molecules 2025 dataset; level of theory: ωB97M-V/def2-TZVPD.

Geometry (Å):
S  -2.060  -0.103  -2.188
N  -0.541  -0.846  1.497
N  -2.825  -0.744  0.842
N  -1.203  0.053  -0.606
C  0.680  -0.568  1.385
C  1.093  0.424  0.412
C  0.280  0.310  -0.857
C  -1.558  -0.523  0.597
C  2.578  0.524  -0.055
H  0.509  -0.602  -1.448
H  3.299  0.595  0.733
H  -1.945  1.287  -2.624
H  2.694  1.303  -0.652
H  1.361  -1.196  2.070
H  1.073  1.420  0.896
H  0.338  1.198  -1.434
H  -3.134  -1.331  1.703
H  -3.501  -0.747  0.140
H  2.863  -0.456  -0.411

Computed properties:
Gap between HOMO and LUMO: 9.29 eV
Total charge: +1
Structure (SMILES): C[C@@H]1C=NC(=[NH2+])N(S)C1
Energy relative to the best compared isomer or geometry (same formula, charge and spin): 125.74 kJ/mol
HOMO: -13.81 eV
E_tot: -758.67368 a.u.



[6]
C22H15Cl4MnN2O4S2 as an isolated structure. Source: the Open Molecules 2025 dataset; level of theory: ωB97M-V/def2-TZVPD.

Geometry (Å):
Mn  -0.038  1.182  -0.003
Cl  2.140  2.899  6.096
Cl  -0.644  2.462  4.744
Cl  4.588  2.284  1.326
Cl  4.734  2.782  4.404
S  3.281  -2.521  -1.119
S  -1.931  -2.851  2.539
O  0.200  0.983  -1.887
O  1.717  1.810  0.406
O  -1.889  0.930  -0.361
O  -0.357  1.833  1.786
N  -0.719  -0.997  1.273
N  1.547  -0.856  -0.276
C  1.975  -3.109  -0.177
C  0.102  -0.133  -3.931
C  -1.897  0.007  -2.531
C  2.045  2.608  4.406
C  1.156  -2.078  0.190
C  -0.028  -2.150  1.015
C  3.331  0.245  -1.573
C  -2.579  -0.735  -3.514
C  -1.728  -1.182  2.055
C  -4.022  0.293  -1.138
C  0.720  2.109  2.451
C  0.801  2.402  3.812
C  -1.940  -1.182  -4.643
C  -0.589  -0.882  -4.846
C  -2.650  -0.143  2.553
C  -0.550  -3.262  1.613
C  1.919  2.085  1.656
C  2.637  -0.905  -0.964
C  -0.507  0.321  -2.735
C  3.210  2.564  3.642
C  3.149  2.327  2.269
C  -2.534  0.440  -1.320
H  -3.615  -0.986  -3.356
H  -3.683  -0.406  2.332
H  4.128  -0.082  -2.236
H  1.890  -4.149  0.056
H  -0.083  -1.256  -5.724
H  1.148  0.093  -4.067
H  -2.474  -1.767  -5.374
H  -2.551  -0.042  3.634
H  3.747  0.875  -0.787
H  -0.205  -4.273  1.570
H  -4.310  0.785  -0.214
H  -2.390  0.804  2.087
H  -4.572  0.733  -1.967
H  2.602  0.850  -2.107
H  -4.284  -0.760  -1.067

Computed properties:
Expectation value of S²: 6.047
Gap between HOMO and LUMO (alpha / beta): 6.09 / 6.23 eV
HOMO (alpha / beta): -7.09 / -7.25 eV
E_tot: -5046.08252 a.u.
2S+1: 5